Entry 1:
Formula: C2H8O2
Source: the Open Molecules 2025 dataset
Level of theory: wB97M-V/def2-TZVPD

## Properties
net charge = -1
LUMO energy (spin up / spin down) = 4.27 / 4.06 eV
orbital gap (spin up / spin down) = 3.2174 / 10.2212 eV
multiplicity = 2

Cartesian coordinates (Å):
C -0.721 -1.640 1.481
C -1.076 -1.245 0.206
H 0.308 -1.715 1.826
H -1.427 -2.050 2.193
H -0.482 -0.898 -0.630
H -2.129 -1.301 -0.063
H -0.833 1.972 0.421
H -1.533 1.379 -0.797
O -0.747 1.849 -0.512
H 1.630 1.104 -1.085
H 2.012 -0.277 -0.623
O 2.418 0.558 -0.904


Entry 2:
Formula: C4H30NO15
Source: the Open Molecules 2025 dataset
Level of theory: wB97M-V/def2-TZVPD

## Properties
net charge = -1
LUMO energy = 2.37 eV
orbital gap = 9.0652 eV

Cartesian coordinates (Å):
O 0.993 0.281 1.054
C 0.420 -0.488 0.225
O 0.590 -0.432 -1.023
C -0.685 -1.399 0.785
C 0.105 -2.481 1.579
C 0.646 -3.442 0.580
O 0.031 -3.917 -0.315
N -1.605 -0.590 1.397
H -1.195 -1.806 -0.104
H -0.489 -2.963 2.337
H 0.986 -2.017 2.158
H 1.738 -3.594 0.747
H -1.081 0.213 1.742
H -2.266 -0.942 2.054
H 0.083 2.356 -3.351
H -0.138 2.553 -2.041
O -0.260 3.178 -2.747
H -0.572 2.256 0.377
H 0.713 1.836 0.112
O 0.159 2.500 -0.195
H 0.328 0.403 2.763
H 1.198 1.136 3.620
O 0.649 0.469 3.663
H 3.196 1.004 -1.835
H 1.776 0.694 -1.989
O 2.566 0.671 -2.359
H 1.869 1.582 1.984
H 2.053 3.097 2.142
O 2.525 2.251 2.198
H 0.969 0.422 -4.029
H -0.027 0.219 -2.840
O 0.294 0.873 -3.552
H -2.351 2.996 -2.369
H -2.586 2.933 -0.775
O -2.733 2.525 -1.582
H -2.022 1.784 1.919
H -1.463 3.119 2.739
O -1.434 2.563 1.971
H -1.755 -3.803 0.813
H -2.675 -2.752 0.010
O -2.630 -3.389 0.632
H -2.883 -0.122 -2.078
H -3.770 0.040 -0.981
O -3.122 -0.612 -1.313
H 0.864 -3.811 -2.011
H 0.910 -2.295 -2.235
O 1.444 -3.063 -2.391
H 2.880 -0.287 0.502
H 3.873 0.427 1.392
O 3.879 -0.173 0.618


Entry 3:
Formula: C8H13N2O
Source: the Open Molecules 2025 dataset
Level of theory: wB97M-V/def2-TZVPD

## Properties
net charge = +1
LUMO energy = -3.19 eV
orbital gap = 9.1189 eV

Cartesian coordinates (Å):
C 2.077 0.457 0.285
C 3.347 0.518 -0.390
C 0.828 0.530 -0.015
C 4.468 0.305 0.278
C -1.112 1.962 0.089
C -2.613 1.642 -0.321
C -1.962 -0.506 -0.149
C -1.133 -2.736 -0.105
N -0.384 0.617 -0.118
N -1.801 -1.637 0.478
O -2.809 0.412 0.342
H 2.196 0.136 1.271
H 3.477 0.961 -1.432
H 5.401 0.461 -0.219
H 4.520 -0.032 1.299
H -0.665 2.623 -0.559
H -0.997 2.150 1.097
H -3.392 2.212 0.148
H -2.644 1.497 -1.365
H -2.130 -0.615 -1.224
H -1.119 -3.648 0.498
H -1.467 -3.010 -1.070
H -0.085 -2.519 -0.293
H -2.001 -1.781 1.474


Entry 4:
Formula: C3H3NO2
Source: the Open Molecules 2025 dataset
Level of theory: wB97M-V/def2-TZVPD

## Properties
LUMO energy (spin up / spin down) = -1.00 / -1.00 eV
orbital gap (spin up / spin down) = 8.1685 / 8.1697 eV

Cartesian coordinates (Å):
O 2.262 -0.259 0.319
C 1.055 -0.402 0.323
N 0.353 -1.560 0.537
O -0.988 -1.216 0.267
C -1.176 -0.031 -0.139
C 0.089 0.695 -0.171
H 0.552 0.836 -1.150
H -2.210 0.263 -0.303
H 0.062 1.674 0.318


Entry 5:
Formula: C5H12NO
Source: the Open Molecules 2025 dataset
Level of theory: wB97M-V/def2-TZVPD

## Properties
net charge = -1
LUMO energy = 3.62 eV
orbital gap = 6.1303 eV

Cartesian coordinates (Å):
C 1.100 0.092 2.332
O 0.495 0.211 3.509
C 0.265 0.477 1.059
C 1.027 0.295 -0.266
C 0.132 0.542 -1.498
C -2.598 -1.128 -2.215
N 0.185 -0.170 -2.652
H 2.062 0.701 2.262
H 1.461 -0.993 2.102
H -0.068 1.538 1.198
H -0.646 -0.108 1.081
H 1.909 0.985 -0.266
H 1.443 -0.681 -0.361
H -0.550 1.443 -1.418
H -0.209 -0.656 -1.709
H -1.878 -1.203 -1.416
H -1.886 -0.674 -3.036
H -3.072 -2.143 -2.493
H -3.378 -0.375 -1.918


Entry 6:
Formula: C36H57AlBBeBrCaClI3N5O11PS3
Source: the Open Molecules 2025 dataset
Level of theory: wB97M-V/def2-TZVPD

## Properties
net charge = +2
LUMO energy = -8.34 eV
orbital gap = 2.5065 eV

Cartesian coordinates (Å):
C -4.250 -1.228 6.992
C -3.708 -0.097 6.082
C -4.736 0.436 5.042
C -4.296 0.310 3.561
N -3.840 1.595 2.971
C -2.468 1.479 2.591
C -1.507 1.403 3.604
C -0.172 1.261 3.279
C 0.316 1.222 1.982
C -0.643 1.307 0.957
C -0.229 1.252 -0.463
I -0.426 -0.609 -1.544
C 0.258 2.295 -1.124
C 0.667 2.198 -2.569
I 0.487 4.158 -0.165
C -2.020 1.426 1.265
P -3.216 1.487 -0.144
N -4.665 1.868 0.257
N 1.694 1.077 1.596
C 2.048 -0.285 1.136
C 2.382 -1.316 2.227
C 2.554 -2.672 1.517
C 2.571 -3.906 2.457
C 1.710 -5.020 1.804
C 2.213 -5.374 0.402
C 1.355 -6.393 -0.381
S -0.425 -6.070 -0.359
C -0.784 -5.422 -1.941
N -0.110 -5.416 -3.055
N -0.958 -4.759 -3.924
C -2.044 -4.419 -3.342
O -1.970 -4.816 -2.026
C 2.632 1.605 2.524
C 3.863 2.066 2.029
I 4.410 2.078 -0.040
C 4.840 2.556 2.868
C 4.662 2.631 4.240
C 5.749 3.158 5.147
O 6.969 3.248 4.440
O 8.016 3.414 5.363
C 3.445 2.206 4.773
B 3.147 2.303 6.340
O 2.989 1.217 7.170
O 3.026 3.582 6.871
C 2.480 1.690 3.903
S 0.959 1.141 4.656
H -5.338 -1.286 6.962
H -3.868 -1.114 8.008
H -3.840 -2.177 6.630
H -2.815 -0.460 5.559
H -3.382 0.744 6.705
H -5.689 -0.071 5.209
H -4.924 1.501 5.235
H -3.521 -0.464 3.505
H -5.146 -0.092 3.005
H -3.854 2.324 3.675
H -1.785 1.455 4.651
H 0.972 3.179 -2.983
H -0.215 1.911 -3.144
H 1.413 1.382 -2.708
H -3.111 0.156 -0.727
H -2.748 2.450 -1.082
H -5.335 1.126 0.061
H 1.178 -0.676 0.611
H 2.858 -0.270 0.395
H 1.571 -1.308 2.964
H 3.294 -1.022 2.763
H 3.443 -2.643 0.881
H 1.667 -2.782 0.876
H 3.595 -4.300 2.456
H 2.284 -3.686 3.485
H 0.656 -4.731 1.860
H 1.849 -5.916 2.425
H 2.340 -4.513 -0.260
H 3.200 -5.843 0.518
H 1.663 -6.292 -1.430
H 1.593 -7.445 -0.117
H -2.892 -3.919 -3.778
H 5.791 2.877 2.451
H 5.459 4.083 5.656
H 5.887 2.385 5.923
H 8.313 2.528 5.627
H 2.039 1.053 7.249
H 2.151 3.909 6.619
Ca 3.317 2.137 -2.812
O -3.504 -3.071 0.267
H -3.420 -3.304 1.201
H -3.027 -3.786 -0.193
O -3.171 3.704 -7.011
C -2.111 4.171 -6.595
C -1.292 2.946 -5.556
O -0.278 3.562 -5.184
H -2.139 5.033 -5.899
H -1.328 4.436 -7.331
H -1.179 2.025 -6.155
H -2.050 2.644 -4.808
O -0.821 6.819 -4.524
H -0.701 5.855 -4.665
C -0.076 -8.246 -5.087
S 1.170 -9.408 -4.514
O 2.456 -9.021 -5.148
C 0.536 -10.831 -5.411
H 0.157 -7.269 -4.670
H -0.064 -8.190 -6.176
H -1.060 -8.565 -4.738
H 0.514 -10.614 -6.479
H -0.465 -11.070 -5.052
H 1.200 -11.673 -5.224
C -0.559 9.382 -7.953
C -1.018 8.556 -6.776
O -1.252 7.388 -6.849
C -1.180 9.248 -5.447
H -0.489 8.746 -8.832
H -1.279 10.177 -8.147
H 0.422 9.811 -7.749
H -1.935 10.045 -5.555
H -0.232 9.677 -5.100
H -1.506 8.459 -4.710
Al -4.415 -0.099 -2.122
Cl -3.489 9.042 -4.744
Br -5.049 -1.316 0.375
Be 1.590 -9.324 0.660


Entry 7:
Formula: C7H6BrClIN3Si
Source: the Open Molecules 2025 dataset
Level of theory: wB97M-V/def2-TZVPD

## Properties
LUMO energy (spin up / spin down) = -1.21 / -1.21 eV
orbital gap (spin up / spin down) = 7.3822 / 7.3828 eV

Cartesian coordinates (Å):
C -1.902 -3.015 -0.052
C -0.567 -1.107 -0.240
C -1.660 -1.805 -0.717
C -0.201 0.048 -0.804
C -1.035 0.308 -1.967
C 2.474 -0.158 0.522
C 0.017 2.369 2.006
N -1.860 -4.101 0.354
N -2.464 -1.375 -1.643
N -2.163 -0.268 -2.289
Si 1.223 1.094 -0.107
Cl 2.972 -1.017 -0.997
Br -0.529 1.724 -3.220
I -1.234 0.983 3.080
H 0.018 -1.520 0.556
H 1.958 -0.727 1.191
H 3.283 0.427 0.993
H -0.623 2.949 1.480
H 0.873 2.883 2.614
H 1.420 2.310 -0.759


Entry 8:
Formula: C3H4N4
Source: the Open Molecules 2025 dataset
Level of theory: wB97M-V/def2-TZVPD

## Properties
LUMO energy = 0.03 eV
SMILES = C=Cn1ncnn1
orbital gap = 9.7071 eV

Cartesian coordinates (Å):
C 1.464 1.340 -0.582
C 0.194 1.022 -0.659
N -0.441 0.041 -0.026
N 0.191 -0.830 0.729
C -0.645 -1.851 0.851
N -1.829 -1.494 0.293
N -1.778 -0.311 -0.188
H 1.876 2.235 -0.962
H 1.857 0.661 0.145
H -0.574 1.796 -0.937
H -0.316 -2.608 1.335


Entry 9:
Formula: FO4S
Source: the Open Molecules 2025 dataset
Level of theory: wB97M-V/def2-TZVPD

## Properties
net charge = -1
LUMO energy (spin up / spin down) = 2.96 / 2.96 eV
orbital gap (spin up / spin down) = 7.2541 / 7.2613 eV

Cartesian coordinates (Å):
O -1.567 -1.234 -0.112
O -1.015 0.691 1.316
O -0.809 0.894 -1.174
O 1.790 -0.813 -0.019
F 2.441 0.451 -0.025
S -0.916 0.091 0.018


Entry 10:
Formula: C31H24N2OPtS2
Source: the Open Molecules 2025 dataset
Level of theory: wB97M-V/def2-TZVPD

## Properties
net charge = -2
LUMO energy = 4.14 eV
orbital gap = 3.4382 eV

Cartesian coordinates (Å):
Pt 0.538 1.624 -1.270
C -3.097 3.981 -0.847
C -2.028 3.144 -1.512
N -0.845 3.036 -0.897
N -0.674 3.793 0.198
C 0.473 3.746 0.804
S 1.813 2.727 0.286
S 0.761 4.842 2.103
C 1.029 3.785 3.785
C 1.353 2.383 3.567
C 2.646 1.989 3.209
C 2.924 0.678 2.898
C 1.928 -0.286 2.972
C 0.648 0.083 3.352
C 0.357 1.402 3.629
C -2.318 2.572 -2.793
C -3.362 3.099 -3.581
C -3.646 2.640 -4.851
C -2.911 1.599 -5.397
C -1.912 1.020 -4.644
C -1.582 1.471 -3.351
O -0.656 0.808 -2.736
H -2.808 4.176 0.184
H -4.050 3.448 -0.869
H -3.219 4.942 -1.351
H 0.091 3.930 4.315
H 1.830 4.367 4.234
H 3.419 2.740 3.120
H 3.917 0.410 2.564
H 2.141 -1.311 2.700
H -0.132 -0.668 3.414
H -0.654 1.691 3.885
H -3.944 3.933 -3.213
H -4.451 3.091 -5.422
H -3.111 1.251 -6.404
H -1.340 0.181 -5.019
C 1.606 -0.008 -1.325
C 1.502 -1.156 -0.888
C 1.177 -2.386 -0.332
C 2.090 -3.481 -0.337
C 3.200 -3.464 -1.212
C 4.090 -4.508 -1.264
C 3.937 -5.611 -0.430
C 2.883 -5.628 0.474
C 1.982 -4.588 0.531
C -0.154 -2.431 0.240
C -0.895 -3.620 0.339
C -2.149 -3.635 0.916
C -2.730 -2.464 1.377
C -2.048 -1.266 1.211
C -0.788 -1.249 0.661
H 3.322 -2.596 -1.845
H 4.914 -4.477 -1.969
H 4.636 -6.437 -0.470
H 2.764 -6.470 1.148
H 1.208 -4.605 1.286
H -0.500 -4.533 -0.083
H -2.691 -4.572 1.002
H -3.715 -2.485 1.832
H -2.511 -0.340 1.524
H -0.258 -0.307 0.554


Entry 11:
Formula: C4H11NS
Source: the Open Molecules 2025 dataset
Level of theory: wB97M-V/def2-TZVPD

## Properties
LUMO energy = 1.05 eV
SMILES = CSNC(C)C
orbital gap = 9.3555 eV

Cartesian coordinates (Å):
C 0.927 -2.270 1.797
S 1.794 -1.013 0.681
N 0.653 -0.620 -0.510
C 0.004 0.974 -0.731
C -0.368 1.529 0.597
C -1.049 0.894 -1.814
H 1.372 -3.248 1.752
H 0.046 -2.559 1.149
H 0.546 -1.767 2.707
H 0.596 -1.094 -1.350
H 0.841 1.457 -1.183
H -1.329 1.245 1.012
H 0.395 1.085 1.269
H -0.431 2.608 0.804
H -0.708 0.383 -2.675
H -1.285 1.824 -2.133
H -2.004 0.574 -1.371


Entry 12:
Formula: H4O2
Source: the Open Molecules 2025 dataset
Level of theory: wB97M-V/def2-TZVPD

## Properties
LUMO energy = 0.90 eV
SMILES = O.O
orbital gap = 11.7019 eV

Cartesian coordinates (Å):
O -1.021 -0.661 0.145
H -0.929 -1.334 -0.532
H -0.726 -0.986 0.947
O 1.152 0.756 -0.134
H 1.305 1.714 -0.371
H 0.219 0.511 -0.056